40
Properties=species:S:1:pos:R:3:forces:R:3 method="wB97M-V/def2-TZVPD" e_tot_ha=-4831.292271 multiplicity=3 homo_lumo_gap_ha="0.28033 / 0.23300" de_lowest_kcal_mol=0.0 s_squared=2.010 total_charge=+1
Pt -0.06766 0.27487 -0.86556 0.0 0.4 -0.5
C -1.36688 -0.43366 1.90744 -0.2 -0.1 0.2
C -2.59478 0.33161 1.42370 0.0 0.0 0.3
S -2.59541 0.57800 -0.36912 -0.2 0.1 -0.3
C -2.68135 2.38564 -0.53213 0.0 0.2 0.1
C -1.44075 3.18629 -0.13042 -0.1 -0.2 0.1
S -0.05061 2.68145 -1.16892 0.0 0.2 -0.3
C 1.39949 3.17290 -0.21103 0.1 -0.2 0.1
C 2.61761 2.37299 -0.68024 0.1 0.2 0.1
S 2.53169 0.56048 -0.59426 0.2 0.1 -0.3
C 2.69014 0.22214 1.17892 0.0 0.0 0.2
C 1.47830 -0.50825 1.75075 0.2 0.0 0.1
S 0.07037 0.60278 1.59223 0.0 -0.3 -0.1
H -1.22905 -1.36864 1.36337 -0.1 0.0 0.0
H -1.46303 -0.65002 2.97211 0.1 0.1 0.0
H -2.66934 1.31142 1.89998 0.1 0.0 0.0
H -3.49204 -0.22182 1.69833 0.0 0.0 -0.1
H -3.53982 2.73733 0.04068 0.0 0.0 0.0
H -2.92252 2.54580 -1.58439 0.0 0.0 0.0
H -1.16870 3.01725 0.91287 0.0 0.0 0.0
H -1.63786 4.24971 -0.26132 0.0 0.0 -0.1
H 1.18912 3.00679 0.84624 0.0 0.0 0.0
H 1.59132 4.23534 -0.35721 0.0 0.0 0.0
H 3.49297 2.69483 -0.11518 0.0 0.0 0.0
H 2.83588 2.57762 -1.72958 -0.1 0.0 0.0
H 2.86496 1.17322 1.68573 -0.1 0.0 0.1
H 3.57832 -0.38798 1.33757 0.0 0.0 -0.1
H 1.66502 -0.76726 2.79371 -0.1 0.1 0.0
H 1.24768 -1.41267 1.18774 0.1 0.0 0.0
Br 0.06351 -6.42150 -1.64588 0.0 -0.3 0.0
C 0.00559 -4.55155 -1.52783 0.0 0.2 0.0
C 1.16359 -3.81294 -1.70368 -0.1 0.1 0.0
C 1.10816 -2.43149 -1.57943 0.1 0.2 -0.1
C -0.07987 -1.73382 -1.30241 0.1 -0.7 0.6
C -1.22380 -2.53636 -1.15584 -0.1 0.3 -0.1
C -1.19884 -3.91883 -1.26697 0.0 0.1 0.0
H 2.09455 -4.31372 -1.93280 0.0 0.0 0.0
H 2.02771 -1.87833 -1.73875 0.0 0.0 0.1
H -2.18921 -2.06931 -0.98260 0.0 0.0 0.1
H -2.10449 -4.50032 -1.15580 0.0 0.0 0.0

---

12
Properties=species:S:1:pos:R:3:forces:R:3 method="wB97M-V/def2-TZVPD" e_tot_ha=-413.883332 homo_lumo_gap_ha="0.30476 / 0.30482" de_lowest_kcal_mol=206.3 total_charge=+1
C 2.65457 -1.92330 1.36744 -3.4 3.1 0.0
C -1.15239 0.59100 -0.21070 -2.3 4.5 1.8
N 1.80666 -1.10263 1.40443 4.2 -3.2 0.6
N 0.87459 -0.17846 -0.86296 -0.9 -3.7 1.2
O 1.16450 -0.10587 1.42836 -1.3 1.4 0.3
O 1.63825 -1.08444 -1.00231 -1.4 2.4 -1.1
O -0.47262 -0.44523 -0.79536 2.5 -1.1 -1.3
H 3.11764 -2.84667 1.30854 0.8 -1.4 0.0
H -1.78924 0.28389 0.65527 0.6 -0.5 -0.9
H -1.80486 1.19467 -0.91342 0.7 -1.2 0.4
H -0.50688 1.40306 0.27002 -0.2 -1.2 -0.7
H 1.05552 0.71647 -0.38860 0.8 0.8 -0.3

---

13
Properties=species:S:1:pos:R:3:forces:R:3 method="wB97M-V/def2-TZVPD" smiles=C#C[C@@H]1CN1C e_tot_ha=-249.347884 homo_lumo_gap_ha=0.37756 de_lowest_kcal_mol=78.7 total_charge=0
C 0.39164 1.62196 -0.84965 0.1 0.2 -0.1
N 0.50946 0.24980 -0.41268 0.3 0.1 0.1
C -0.15591 -0.87584 -1.01817 0.1 -0.1 -0.1
C -0.63759 -0.28946 0.28422 0.0 0.0 0.2
C -0.26924 -0.94935 1.52216 0.1 -0.4 0.4
C 0.19026 -1.49396 2.49269 -0.3 0.2 -0.4
H 0.49552 2.22226 0.06069 0.0 0.1 -0.3
H -0.55402 1.91695 -1.34106 0.1 -0.3 0.0
H 1.22983 1.85007 -1.51046 -0.1 0.1 0.0
H -0.68316 -0.79755 -1.97210 -0.2 0.3 0.4
H 0.40249 -1.80602 -0.91572 -0.1 0.2 -0.1
H -1.52904 0.34306 0.32306 0.1 -0.3 -0.2
H 0.60976 -1.99192 3.33702 -0.1 0.1 -0.1

---

39
Properties=species:S:1:pos:R:3:forces:R:3 method="wB97M-V/def2-TZVPD" e_tot_ha=-993.612516 homo_lumo_gap_ha=0.37880 de_lowest_kcal_mol=100.9 total_charge=0
H 0.90262 -0.22022 -0.42704 0.1 -0.4 0.3
H -0.18149 -1.28389 -0.48482 -0.3 0.0 0.4
H 2.01765 0.29285 -2.05825 0.0 0.0 -0.4
H 2.93669 -0.80113 -1.53998 0.3 -0.3 0.2
H -4.52010 -2.61716 -2.29634 0.1 0.0 0.0
H -3.50465 -3.70084 -1.97300 0.0 0.1 -0.1
H 6.00819 -1.19409 -1.98864 -0.1 -0.2 0.1
H 4.65690 -0.75051 -2.52465 -0.1 0.0 -0.1
H -0.83524 -3.16377 1.14570 -0.1 0.1 -0.1
H 0.48810 -2.98290 0.42037 0.2 -0.2 0.2
H -3.13174 0.19182 0.76562 -0.1 -0.2 -0.2
H -3.50065 -0.93753 1.71352 0.1 -0.1 0.0
H -1.44848 0.75210 -0.36447 0.1 -0.4 -0.3
H -2.18440 1.28421 -1.58321 -0.2 -0.3 -0.3
H 2.95936 -1.11430 1.43318 -0.1 0.2 -0.2
H 3.38129 0.05655 0.56076 0.1 0.0 0.2
H -3.78921 2.28975 -1.34507 -0.4 0.1 0.1
H -2.56169 3.05656 -0.88114 -0.5 0.3 0.4
H -0.83922 3.16688 -0.71570 0.5 0.0 0.0
H -1.42719 4.43623 -1.30992 0.1 0.3 0.0
H -0.85131 -2.02428 3.56176 0.1 0.1 -0.2
H -1.90823 -1.32019 4.39675 0.0 0.0 0.0
H 1.69313 -0.30803 2.86876 -0.1 0.1 0.1
H 0.69719 0.24822 1.86440 -0.2 -0.2 0.0
H 1.87672 3.12156 0.69255 0.0 0.1 0.1
H 3.10308 3.99080 0.91731 0.0 -0.1 0.1
O -0.05104 -0.32937 -0.51426 3.0 -0.2 0.3
O 2.79500 -0.22379 -2.29866 -0.5 0.3 0.2
O -4.05379 -3.36339 -2.68964 0.0 0.0 0.1
O 5.08694 -1.47074 -2.04996 0.5 0.0 -0.2
O -0.14971 -2.51024 0.96699 -0.2 -0.8 -0.1
O -3.30441 -0.75618 0.78746 -0.3 -0.1 0.4
O -1.88618 0.46432 -1.17354 -2.4 1.9 -0.9
O 3.60821 -0.85686 0.76858 0.2 -0.1 -0.3
O -3.52109 3.12420 -0.94406 -0.1 -0.3 -0.3
O -0.96746 4.10405 -0.53063 0.2 -0.2 0.0
O -1.48045 -1.29464 3.53342 -0.2 -0.1 0.3
O 1.21152 -0.54131 2.06712 0.3 0.3 0.6
O 2.67512 3.18528 1.22873 -0.1 -0.1 -0.2